# 1
Formula: CH4N3O
Source: OMol25
Level of theory: the ωB97M-V functional and the def2-TZVPD basis

The geometry in XYZ format:
```
9
Properties=species:S:1:pos:R:3:nbo_charge:R:1
C -0.231 1.053 0.811 -0.51
N 0.291 -1.535 -1.659 -0.67
N -0.530 0.398 -0.397 -0.24
N 0.412 -0.888 -0.557 0.22
O 1.299 -1.134 0.259 -0.66
H 0.837 0.872 0.999 0.24
H -0.820 0.550 1.853 0.15
H -0.590 2.079 0.774 0.18
H -0.669 -1.394 -2.083 0.28
```

- Charge: -1
- Total energy: -279.78405 a.u.
- Multiplicity: 3
- Relative energy (zero: lowest compared OMol25 entry of this formula, charge and spin): 21.0 kcal per mole
- ⟨S²⟩: 2.011

***

# 2
Formula: CH4N3O
Source: OMol25
Level of theory: the ωB97M-V functional and the def2-TZVPD basis

The geometry in XYZ format:
```
9
Properties=species:S:1:pos:R:3:nbo_charge:R:1
N -0.165 -0.536 1.314 -0.69
C 0.084 -0.108 0.113 0.55
N -0.606 0.689 -0.629 -0.70
N 1.280 -0.760 -0.783 0.24
O 1.252 -0.281 -1.852 -0.16
H 0.562 -0.963 1.826 0.45
H -0.831 0.047 1.773 0.42
H -0.185 0.789 -1.565 0.45
H -1.392 1.122 -0.197 0.44
```

- Charge: +1
- Total energy: -279.66460 a.u.
- Relative energy (zero: lowest compared OMol25 entry of this formula, charge and spin): 67.9 kcal per mole
- SMILES string: NC(=[NH2+])N=O

***

# 3
Formula: CH4N3O
Source: OMol25
Level of theory: the ωB97M-V functional and the def2-TZVPD basis

The geometry in XYZ format:
```
9
Properties=species:S:1:pos:R:3:nbo_charge:R:1
C 1.651 -0.267 0.293 0.52
N -1.901 0.119 -0.353 0.26
N -0.847 0.095 0.323 -0.60
N 2.618 0.056 -0.163 -0.39
O -3.003 0.375 -0.011 -0.31
H 0.784 -0.816 0.564 0.32
H -1.059 0.326 1.287 0.36
H 3.428 0.356 -0.615 0.49
H -1.671 -0.242 -1.326 0.36
```

- Charge: +1
- Total energy: -279.56998 a.u.
- Relative energy (zero: lowest compared OMol25 entry of this formula, charge and spin): 127.3 kcal per mole

***

# 4
Formula: CH4N3O2
Source: OMol25
Level of theory: the ωB97M-V functional and the def2-TZVPD basis

The geometry in XYZ format:
```
10
Properties=species:S:1:pos:R:3:nbo_charge:R:1
C -1.770 -0.041 0.031 0.73
N 2.971 0.214 -0.118 0.41
N -0.647 0.033 0.214 -0.45
N -2.975 -0.213 -0.230 -0.77
O 2.906 -0.972 -0.172 -0.29
O 1.978 0.903 -0.160 -0.42
H 3.818 0.668 0.051 0.37
H 0.403 0.196 0.347 0.50
H -3.486 0.403 0.385 0.46
H -3.198 -1.190 -0.349 0.46
```

- Charge: +1
- Total energy: -354.84789 a.u.
- Relative energy (zero: lowest compared OMol25 entry of this formula, charge and spin): 24.4 kcal per mole

***

# 5
Formula: CH4N3OS
Source: OMol25
Level of theory: the ωB97M-V functional and the def2-TZVPD basis

The geometry in XYZ format:
```
10
Properties=species:S:1:pos:R:3:nbo_charge:R:1
C -0.528 0.745 1.103 0.67
N -0.088 -0.529 0.687 -0.46
N -0.211 1.832 0.541 -0.45
N 0.534 -0.704 -0.615 -0.54
O -1.217 0.921 2.072 -0.41
S 1.761 0.648 -0.996 0.33
H 0.216 -1.086 1.410 0.43
H -0.681 2.780 0.701 0.48
H 1.068 -1.695 -0.757 0.49
H -0.298 -0.736 -1.315 0.46
```

- Charge: +1
- Total energy: -677.69957 a.u.
- Relative energy (zero: lowest compared OMol25 entry of this formula, charge and spin): 136.3 kcal per mole

***

# 6
Formula: CH4N3P
Source: OMol25
Level of theory: the ωB97M-V functional and the def2-TZVPD basis

The geometry in XYZ format:
```
9
Properties=species:S:1:pos:R:3:nbo_charge:R:1
C -0.353 0.910 0.115 -0.62
N 1.032 1.216 0.100 -0.19
N 1.738 0.461 -0.504 0.05
N 1.062 -0.566 -1.045 -0.78
P -0.529 -0.823 -0.516 0.73
H -0.974 1.157 1.035 0.26
H -0.860 1.525 -0.761 0.24
H 1.654 -1.199 -1.693 0.43
H -0.319 -1.889 0.903 -0.12
```

- Total energy: -546.01928 a.u.
- Relative energy (zero: lowest compared OMol25 entry of this formula, charge and spin): 64.7 kcal per mole

***

# 7
Formula: CH4N3P
Source: OMol25
Level of theory: the ωB97M-V functional and the def2-TZVPD basis

The geometry in XYZ format:
```
9
Properties=species:S:1:pos:R:3:nbo_charge:R:1
C 0.191 0.725 -0.605 -0.47
N 1.526 0.797 -0.248 -0.23
N 1.942 -0.324 -0.013 0.06
N 1.041 -1.319 0.125 -0.73
P -0.557 -0.952 -0.461 0.68
H -0.581 1.629 0.514 0.14
H 0.005 1.160 -1.539 0.21
H 1.386 -2.275 0.314 0.41
H -1.014 -0.581 0.778 -0.06
```

- Total energy: -545.96793 a.u.
- Relative energy (zero: lowest compared OMol25 entry of this formula, charge and spin): 96.9 kcal per mole

***

# 8
Formula: CH4N3P
Source: OMol25
Level of theory: the ωB97M-V functional and the def2-TZVPD basis

The geometry in XYZ format:
```
9
Properties=species:S:1:pos:R:3:nbo_charge:R:1
C 0.458 0.949 -0.426 -0.67
N 1.407 0.074 0.210 -0.17
N 0.986 -1.022 0.589 0.06
N -0.130 -1.427 -0.019 -0.73
P -0.927 -0.102 -0.778 0.81
H 0.172 1.652 0.249 0.27
H 0.826 1.359 -1.349 0.24
H -0.666 -2.191 0.364 0.42
H -2.126 0.708 1.159 -0.22
```

- Total energy: -545.94602 a.u.
- Relative energy (zero: lowest compared OMol25 entry of this formula, charge and spin): 110.7 kcal per mole

***

# 9
Formula: CH4N4
Source: OMol25
Level of theory: the ωB97M-V functional and the def2-TZVPD basis

The geometry in XYZ format:
```
9
Properties=species:S:1:pos:R:3:nbo_charge:R:1
C -0.170 -0.844 -0.903 -0.06
N -1.211 -0.705 0.007 -0.31
N -1.220 0.178 0.863 0.06
N 0.895 0.625 -0.096 -0.58
N -0.119 0.878 0.871 -0.30
H 0.402 -1.815 -0.812 0.22
H -0.486 -0.314 -1.798 0.22
H 1.756 0.345 0.454 0.34
H 0.152 1.652 1.414 0.40
```

- Total energy: -259.35819 a.u.
- Relative energy (zero: lowest compared OMol25 entry of this formula, charge and spin): 126.6 kcal per mole

***

# 10
Formula: CH4N4
Source: OMol25
Level of theory: the ωB97M-V functional and the def2-TZVPD basis

The geometry in XYZ format:
```
9
Properties=species:S:1:pos:R:3:nbo_charge:R:1
C 0.699 1.147 0.033 0.15
N 0.492 1.224 1.304 -0.32
N -0.349 0.109 1.224 -0.26
N 0.146 -0.112 -0.121 -0.16
N -0.326 -0.896 -1.226 -0.61
H 1.122 1.842 -0.574 0.20
H -0.034 -0.965 1.946 0.31
H -1.301 -0.553 -1.594 0.34
H -0.448 -1.795 -0.993 0.35
```

- Total energy: -259.32747 a.u.
- Relative energy (zero: lowest compared OMol25 entry of this formula, charge and spin): 145.9 kcal per mole

***

# 11
Formula: CH4N4O
Source: OMol25
Level of theory: the ωB97M-V functional and the def2-TZVPD basis

The geometry in XYZ format:
```
10
Properties=species:S:1:pos:R:3:nbo_charge:R:1
C 0.146 0.376 -0.351 0.05
N 1.645 -1.705 1.598 -0.06
N 1.599 -1.567 0.310 -0.10
N 0.694 -0.768 1.764 -0.31
N 0.489 -0.793 0.371 -0.13
O -1.158 0.418 -0.894 -0.71
H 0.404 1.357 0.102 0.19
H 0.727 0.365 -1.369 0.20
H 0.219 -0.526 2.617 0.40
H -1.715 -0.239 -0.443 0.48
```

- Total energy: -334.60066 a.u.
- Relative energy (zero: lowest compared OMol25 entry of this formula, charge and spin): 74.8 kcal per mole

***

# 12
Formula: CH4N4O2
Source: OMol25
Level of theory: the ωB97M-V functional and the def2-TZVPD basis

The geometry in XYZ format:
```
11
Properties=species:S:1:pos:R:3:nbo_charge:R:1
N 1.668 0.737 -0.356 -0.83
C 0.684 -0.129 0.088 0.57
N -0.361 0.289 1.002 -0.49
N -1.251 -0.622 0.316 0.09
O -2.243 0.087 -0.355 -0.58
N -0.175 -0.982 -0.672 -0.05
O 0.825 -1.498 0.191 -0.36
H 2.263 0.295 -1.046 0.40
H 2.221 1.093 0.414 0.39
H -0.647 1.255 0.868 0.38
H -2.985 -0.525 -0.450 0.49
```

- Total energy: -409.79856 a.u.
- Relative energy (zero: lowest compared OMol25 entry of this formula, charge and spin): 94.3 kcal per mole
- SMILES string: N[C@@]12NN(O)N1O2

***

- Number 10 is which compound?
  CH4N4